(1)
Below is 19 unconnected molecules or ions with the total composition C19H73O20 in a non-equilibrium geometry, with properties calculated with ωB97M-V with the def2-TZVPD basis set.

The electronic energy comes out at -2272.586870 Ha. The orbital gap comes out at 7.56 eV. The value obtained for the HOMO energy is -5.9225 eV.

ORCA input file:
```
! wB97M-V def2-TZVPD RIJCOSX def2/J DEFGRID3
* xyz -1 1
C -2.33 1.26 5.48
C -2.69 0.58 4.16
C -2.01 1.24 2.95
C -2.65 0.66 1.67
C -2.19 1.34 0.34
C -1.96 0.20 -0.69
C -1.89 0.72 -2.15
C -1.18 -0.19 -3.19
C -0.87 -1.57 -2.63
C -0.26 -2.60 -3.60
C 0.21 -3.76 -2.74
C 1.36 -3.34 -1.83
C 2.42 -2.56 -2.64
C 3.70 -2.31 -1.83
C 4.19 -0.86 -1.99
C 4.20 -0.38 -3.47
C 3.65 1.05 -3.69
C 4.31 2.13 -2.83
C 3.36 2.70 -1.78
O 2.29 2.09 -1.52
O 3.71 3.78 -1.23
H -2.91 0.78 6.28
H -1.29 1.12 5.76
H -2.60 2.31 5.51
H -3.77 0.69 4.02
H -2.41 -0.47 4.19
H -0.96 1.00 2.99
H -2.11 2.32 2.99
H -3.74 0.65 1.74
H -2.32 -0.38 1.61
H -1.21 1.78 0.53
H -2.90 2.08 -0.02
H -2.84 -0.45 -0.63
H -1.08 -0.33 -0.34
H -1.46 1.73 -2.15
H -2.93 0.83 -2.47
H -0.24 0.26 -3.52
H -1.81 -0.26 -4.08
H -0.17 -1.40 -1.82
H -1.78 -2.01 -2.21
H 0.51 -2.19 -4.25
H -1.05 -2.96 -4.27
H 0.42 -4.67 -3.29
H -0.66 -4.01 -2.11
H 0.95 -2.67 -1.07
H 1.85 -4.16 -1.29
H 2.66 -3.20 -3.50
H 2.03 -1.61 -3.01
H 3.44 -2.46 -0.78
H 4.51 -3.02 -2.02
H 5.23 -0.82 -1.64
H 3.64 -0.21 -1.32
H 3.66 -1.05 -4.14
H 5.24 -0.34 -3.82
H 2.58 1.08 -3.46
H 3.81 1.32 -4.74
H 5.20 1.76 -2.30
H 4.66 2.97 -3.42
O 2.06 0.17 0.75
H 2.78 0.77 0.98
H 1.58 0.66 0.07
O -0.68 -2.28 0.60
H 0.10 -2.68 1.00
H -0.80 -2.78 -0.22
O -3.02 -3.90 -0.30
H -3.92 -4.23 -0.26
H -2.76 -3.76 0.62
O -5.64 -3.68 -2.21
H -5.67 -4.40 -2.85
H -4.76 -3.30 -2.32
O 5.56 6.20 -0.31
H 5.00 5.41 -0.26
H 4.94 6.92 -0.45
O 0.58 -5.88 -0.16
H 1.41 -6.13 0.26
H 0.46 -6.52 -0.87
O 1.33 2.69 1.22
H 2.10 2.22 1.61
H 1.33 2.38 0.31
O -4.29 3.11 1.68
H -4.04 3.12 2.61
H -3.85 3.89 1.32
O 0.80 -4.83 -5.77
H 1.61 -4.43 -5.42
H 0.31 -4.07 -6.10
O -0.93 -5.62 2.29
H -0.47 -5.92 1.49
H -1.48 -6.37 2.56
O 1.80 5.56 2.26
H 2.71 5.59 1.96
H 1.49 4.69 1.99
O 5.21 2.96 1.36
H 4.73 3.42 2.06
H 4.73 3.21 0.55
O -1.28 3.60 6.87
H -0.36 3.50 7.13
H -1.70 4.00 7.63
O 1.96 0.41 3.93
H 2.10 0.15 3.01
H 2.16 1.35 3.94
O -8.12 -1.70 -1.00
H -7.23 -1.79 -1.36
H -8.47 -2.60 -1.03
O -8.02 1.37 -0.76
H -8.05 0.40 -0.75
H -8.79 1.63 -0.25
O 3.02 4.69 5.07
H 2.70 5.02 5.92
H 2.69 5.33 4.43
O 0.50 2.55 3.62
H 0.57 2.82 2.65
H 0.88 3.29 4.11
*
```

***

(2)
Below is 2 unconnected molecules or ions with the total composition C6H10N2O2 in a non-equilibrium geometry, with properties calculated with ωB97M-V with the def2-TZVPD basis set.

The electronic energy comes out at -494.513630 Ha. The orbital gap comes out at 7.72 eV. The value obtained for the HOMO energy is -7.4464 eV.

ORCA input file:
```
! wB97M-V def2-TZVPD RIJCOSX def2/J DEFGRID3
* xyz 0 1
C 0.83 -1.74 -0.54
C -1.33 -2.19 0.51
C 1.78 -0.33 0.78
C -0.14 -0.71 -0.52
C -1.07 -0.25 -1.63
C -0.31 0.93 1.37
N 1.96 -1.49 0.11
N 0.47 0.34 0.26
O -1.98 -2.64 -0.31
O -1.04 -2.05 1.66
H 0.67 -2.73 -0.93
H 1.67 -0.57 1.93
H 2.70 0.45 0.76
H -1.78 0.38 -1.24
H -1.70 -1.17 -1.81
H -0.55 0.21 -2.45
H -0.51 0.13 2.07
H 0.27 1.74 1.84
H -1.31 1.13 1.11
H 0.71 1.25 -0.31
*
```

***

(3)
Below is a molecular structure, C24H39AsN6O10P2Pd in a non-equilibrium geometry, with properties calculated with ωB97M-V with the def2-TZVPD basis set.

The electronic energy comes out at -5065.297148 Ha. The orbital gap comes out at 7.07 eV. The value obtained for the HOMO energy is -2.8300 eV.

ORCA input file:
```
! wB97M-V def2-TZVPD RIJCOSX def2/J DEFGRID3
* xyz -2 1
Pd 0.48 -0.22 -0.04
C 1.96 -0.04 4.23
N 0.65 -0.18 3.64
C 0.00 -1.44 3.96
P 0.21 0.48 2.11
O -1.28 0.59 2.22
O 3.02 -0.95 1.99
P 3.20 -1.10 0.53
O 2.52 -0.10 -0.39
N 4.88 -1.04 0.17
C 5.79 -0.54 1.18
C 5.23 -0.73 -1.20
N 2.95 -2.71 -0.01
C 3.49 -3.66 0.96
C 1.61 -3.11 -0.44
N 0.89 2.05 2.21
C 0.38 2.92 3.24
C 2.20 2.38 1.70
H 1.83 0.12 5.31
H 2.49 0.80 3.80
H 2.58 -0.93 4.08
H -0.12 -1.53 5.04
H 0.58 -2.30 3.60
H -0.98 -1.46 3.49
H 5.36 -0.74 2.16
H 5.98 0.54 1.09
H 6.75 -1.06 1.10
H 4.45 -1.12 -1.85
H 6.19 -1.20 -1.46
H 5.33 0.35 -1.37
H 4.50 -3.36 1.24
H 3.53 -4.65 0.51
H 2.88 -3.71 1.87
H 1.30 -2.46 -1.25
H 0.88 -3.09 0.37
H 1.66 -4.13 -0.82
H -0.59 2.54 3.57
H 0.25 3.94 2.85
H 1.06 2.98 4.11
H 2.54 1.60 1.03
H 2.94 2.50 2.51
H 2.17 3.33 1.15
O -0.47 -0.56 -4.26
C -0.42 -0.94 -3.09
O 0.33 -0.40 -2.20
C -1.26 -2.18 -2.74
C -1.72 -2.90 -3.79
C -2.50 -4.07 -3.62
C -2.79 -4.51 -2.34
C -2.32 -3.82 -1.25
C -1.58 -2.56 -1.36
O -1.31 -1.87 -0.37
N -2.63 -4.38 0.05
O -1.89 -4.16 0.99
O -3.62 -5.10 0.14
N -2.98 -4.79 -4.74
O -3.69 -5.78 -4.56
O -2.67 -4.42 -5.87
H -1.49 -2.57 -4.79
H -3.35 -5.42 -2.19
C -2.53 1.47 -2.51
As -1.61 1.29 -0.77
C -0.34 2.76 -1.07
C -2.95 2.30 0.35
C -3.42 3.60 -0.18
C -4.56 3.70 -0.99
C -5.00 4.92 -1.46
C -4.33 6.09 -1.13
C -3.19 6.01 -0.33
C -2.75 4.79 0.13
H -2.87 2.49 -2.66
H -3.38 0.78 -2.56
H -1.82 1.19 -3.30
H -0.80 3.65 -1.51
H 0.44 2.38 -1.73
H 0.11 3.00 -0.11
H -2.43 2.40 1.30
H -3.77 1.59 0.48
H -5.09 2.79 -1.24
H -5.88 4.97 -2.09
H -4.68 7.05 -1.49
H -2.66 6.92 -0.07
H -1.86 4.73 0.76
*
```